[1]
{"formula": "C16H47N4O5", "method": "ωB97M-V with the def2-TZVPD basis set", "species": ["O", "H", "H", "H", "C", "C", "C", "O", "C", "N", "H", "H", "H", "H", "H", "H", "H", "H", "H", "H", "H", "C", "C", "C", "O", "C", "N", "H", "H", "H", "H", "H", "H", "H", "H", "H", "H", "H", "C", "C", "C", "O", "C", "N", "H", "H", "H", "H", "H", "H", "H", "H", "H", "H", "H", "C", "C", "C", "O", "C", "N", "H", "H", "H", "H", "H", "H", "H", "H", "H", "H", "H"], "positions_angstrom": [[4.279727, -43.348497, 28.662156], [5.233285, -43.217815, 28.712598], [3.796458, -42.653852, 29.233475], [4.384599, -44.325870, 28.930198], [1.203255, -42.068615, 28.470637], [1.915152, -41.100243, 29.493929], [1.674437, -41.716991, 30.937764], [2.315606, -42.978545, 31.070857], [2.011359, -43.549552, 32.228277], [3.298540, -40.913318, 29.269977], [1.579882, -43.152612, 28.265787], [1.151428, -41.687408, 27.458225], [0.344923, -42.279694, 28.825869], [1.544472, -40.115723, 29.561178], [0.583557, -41.759212, 31.128866], [2.148282, -41.058920, 31.602681], [1.969021, -42.787981, 32.797892], [2.798253, -44.215083, 32.280868], [0.986235, -44.056476, 32.286802], [3.497045, -40.445086, 30.156609], [3.493645, -40.175354, 28.557770], [5.664082, -46.190443, 31.520797], [5.154175, -46.579610, 30.046813], [5.078859, -48.121158, 29.954413], [6.267770, -48.812035, 30.120558], [6.311525, -50.219639, 29.802482], [3.955064, -45.890659, 29.740203], [4.803151, -45.470846, 31.926593], [6.570247, -45.650889, 31.526847], [5.340795, -46.844971, 32.205066], [5.846839, -46.224369, 29.231358], [4.689357, -48.408674, 29.031409], [4.073273, -48.643063, 30.675380], [6.080651, -50.700383, 30.671307], [7.399841, -50.563597, 29.384206], [5.712202, -50.543639, 28.904227], [3.255346, -46.153060, 30.395896], [3.492463, -46.491052, 28.994257], [4.333842, -44.045493, 25.149601], [3.114136, -42.971757, 25.240549], [3.113787, -42.082134, 24.109406], [4.239447, -41.181305, 24.436172], [4.436407, -40.181997, 23.411520], [1.916615, -43.626556, 25.420701], [4.236157, -44.773576, 24.310271], [4.210292, -44.526217, 26.060681], [5.377030, -43.410225, 25.023789], [3.148060, -42.140625, 26.043555], [2.208175, -41.387509, 24.138578], [3.305200, -42.339515, 23.097680], [5.271285, -39.505270, 23.500074], [3.550712, -39.614671, 23.373737], [4.822860, -40.750671, 22.518161], [1.505093, -44.076064, 24.669239], [1.087290, -42.903629, 25.379346], [6.881069, -41.506861, 27.446482], [7.593337, -42.614216, 28.047221], [7.675835, -42.462411, 29.592965], [6.361753, -42.447440, 29.952426], [6.218810, -42.455991, 31.429123], [6.849470, -43.918123, 27.880398], [7.737717, -40.791684, 27.318653], [6.269408, -41.032950, 28.062622], [6.377393, -41.559867, 26.438685], [8.661606, -42.630946, 27.661395], [8.304745, -41.574690, 29.941780], [8.384883, -43.185388, 29.891395], [6.878271, -43.232104, 31.797487], [5.130981, -42.624931, 31.477876], [6.462653, -41.466932, 31.875374], [7.384627, -44.603294, 28.411277], [7.011920, -44.112091, 27.097266]], "forces_ev_per_a": [[-0.5030, -1.1564, -0.2645], [1.6232, 1.2124, -0.3778], [0.3247, -0.2141, -0.3174], [-2.0349, 0.1726, 0.7852], [6.3872, 0.2293, -2.2975], [-2.1121, -3.4159, 0.1984], [-0.0971, -0.2364, -2.6918], [-0.1956, 2.3011, -5.2957], [-2.6188, -5.0820, -1.8844], [2.1533, 0.5997, 0.5182], [0.4396, 1.9750, 0.8709], [-0.2252, 0.5035, -0.0600], [-6.5695, -0.9187, 2.2174], [-1.8103, 0.9481, -0.2931], [0.4955, -0.1274, -0.0260], [0.4613, 1.1560, 1.5094], [0.1113, 4.4809, 5.9330], [1.3415, -1.8544, 1.7011], [1.1252, 0.3062, -0.3604], [1.2465, 0.0270, -0.2916], [-0.2931, -1.0835, 0.4592], [-3.9421, 3.9521, -3.3322], [3.3340, -0.9114, 1.5933], [-2.8775, -1.8071, 1.9433], [0.9513, 0.3064, -0.0014], [2.3990, 0.8872, -3.9735], [-2.1764, -1.5009, -2.4620], [1.8377, -0.1862, -1.2259], [1.1163, -0.0747, 0.5690], [0.5890, -3.6163, 2.4555], [0.0053, -0.6081, 1.0802], [-0.7743, -0.1444, -2.1433], [2.8006, 1.7668, -1.2116], [-0.7019, -1.8351, 2.0689], [-2.2640, 1.3211, 1.5559], [-0.1621, 0.6828, 1.1049], [-0.6550, 0.5419, 1.6620], [0.8638, 1.2586, -0.0156], [0.8026, 3.7725, -1.4203], [2.5127, -0.0833, 0.2148], [0.9028, 5.0702, -0.6573], [0.4227, 0.7758, -0.3373], [1.3450, -2.5577, -0.4933], [-5.1630, 1.2356, 2.2411], [-0.1851, 0.7926, 0.5063], [0.6205, -1.2463, 1.7221], [-2.6819, -1.8671, 0.5085], [0.8344, -1.9826, -0.3119], [0.5699, -1.0309, -0.2014], [-0.2012, -1.2457, -0.9390], [0.3553, 0.1563, 1.3932], [-1.1722, 0.6855, -0.9702], [-1.3641, 0.6700, 0.0573], [0.3701, -2.2051, -2.3570], [2.0807, -0.9780, 1.1200], [2.8464, 1.4710, -4.4961], [1.4836, -2.0136, 1.5404], [2.0155, 2.6216, -2.6328], [-0.0066, 0.0044, 3.2756], [-0.9773, 0.7665, -1.8908], [-1.2630, 4.1589, 14.5667], [-0.9828, 0.0328, -0.2966], [-3.0702, 1.7894, 2.8318], [0.6553, -0.6012, 0.9592], [-1.1834, -0.5249, 0.2351], [-1.3068, -0.1182, -0.6525], [-0.1334, -2.1615, 1.1324], [-0.3059, -0.2041, 0.4525], [0.5314, -0.2931, 0.8948], [0.0285, -0.5764, -0.4326], [-0.2229, -0.0851, 0.1983], [2.2494, -4.0839, -15.4612]], "e_tot_ha": -1232.40244, "multiplicity": 1, "total_charge": 1}

=====

[2]
{"formula": "C25H43BF4N6O2PRbS4", "method": "ωB97M-V with the def2-TZVPD basis set", "species": ["Rb", "O", "C", "S", "C", "C", "S", "S", "S", "N", "C", "C", "C", "C", "C", "C", "H", "H", "H", "H", "H", "H", "H", "O", "P", "N", "C", "C", "C", "C", "N", "C", "C", "C", "C", "N", "C", "C", "C", "C", "H", "H", "H", "H", "H", "H", "H", "H", "H", "H", "H", "H", "H", "H", "H", "H", "H", "H", "H", "H", "H", "H", "H", "H", "F", "B", "F", "F", "F", "C", "C", "C", "C", "N", "N", "H", "H", "H", "H", "H", "H", "H", "H", "H", "H", "H", "H"], "positions_angstrom": [[0.581797, 1.979842, -1.009558], [-4.208642, 1.925814, -7.430165], [-3.521182, 1.939466, -6.426106], [-2.286274, 0.751954, -6.045758], [-1.737721, 1.417230, -4.504681], [-2.351396, 2.547372, -4.090049], [-2.115546, 3.510726, -2.649685], [-3.608691, 3.163928, -5.172176], [-0.442522, 0.509832, -3.745010], [0.009115, -1.684895, -1.176405], [0.453349, -2.875356, -1.723112], [0.018346, -3.284570, -2.987022], [0.427319, -4.502575, -3.503077], [1.273674, -5.336823, -2.786148], [1.715768, -4.923989, -1.534222], [1.317063, -3.710406, -1.006338], [0.707446, -1.230940, -0.598885], [-0.389597, -1.041675, -1.863722], [-0.612527, -2.617785, -3.560490], [0.087198, -4.794022, -4.489051], [1.594909, -6.285497, -3.199339], [2.392543, -5.549921, -0.965224], [1.687086, -3.380576, -0.044930], [-0.525983, 2.425399, 1.135536], [-1.642717, 1.816200, 1.901686], [-1.121542, 0.379958, 2.523383], [0.299083, 0.004275, 2.622667], [0.363083, -0.770346, 3.930316], [-0.972903, -1.505657, 3.935194], [-1.950477, -0.468504, 3.372113], [-2.998295, 1.603173, 1.008281], [-4.339935, 1.420872, 1.556636], [-4.914713, 0.249517, 0.765055], [-4.270498, 0.429499, -0.602558], [-2.849914, 0.865688, -0.269949], [-2.196633, 2.700092, 3.204066], [-1.205502, 2.868666, 4.280668], [-1.509949, 4.248003, 4.854070], [-1.944547, 5.021220, 3.616405], [-2.814215, 3.998817, 2.895100], [0.945121, 0.877415, 2.596193], [0.583835, -0.644428, 1.788630], [0.419488, -0.074452, 4.771906], [1.231593, -1.424137, 3.966586], [-1.278620, -1.868194, 4.917983], [-0.919344, -2.362857, 3.261218], [-2.414198, 0.121653, 4.175041], [-2.757001, -0.938306, 2.798950], [-4.937729, 2.324378, 1.385725], [-4.306002, 1.241930, 2.634259], [-6.005185, 0.262296, 0.741087], [-4.593678, -0.695797, 1.212561], [-4.766761, 1.226393, -1.160109], [-4.282203, -0.470482, -1.215171], [-2.445047, 1.504930, -1.059857], [-2.200699, -0.008160, -0.122330], [-0.185049, 2.845737, 3.878618], [-1.297187, 2.069451, 5.019468], [-0.653678, 4.679919, 5.369548], [-2.340503, 4.185439, 5.562933], [-1.075225, 5.258720, 3.000336], [-2.475138, 5.946952, 3.839603], [-2.852888, 4.158754, 1.815665], [-3.842777, 4.019279, 3.277252], [3.186497, -0.900362, 2.095525], [3.655724, 0.375377, 1.761353], [2.967902, 0.821478, 0.609215], [5.020593, 0.318512, 1.477427], [3.414815, 1.256920, 2.816253], [4.046503, -2.454086, -3.389456], [4.461630, -1.610095, -2.186821], [5.119590, -2.493272, -1.129048], [5.436217, -0.506454, -2.616616], [3.255054, -1.079819, -1.549944], [2.458174, -0.191657, -2.289894], [4.914744, -2.952563, -3.824623], [3.590975, -1.838004, -4.165040], [3.320041, -3.206247, -3.084465], [6.036751, -2.942554, -1.515995], [4.433666, -3.285493, -0.833094], [5.369621, -1.910769, -0.241323], [6.344842, -0.936359, -3.042067], [5.714929, 0.108383, -1.760172], [4.996498, 0.138719, -3.379672], [3.474603, -0.618582, -0.672182], [1.858195, -0.670527, -2.953378], [2.975455, 0.527018, -2.799592]], "forces_ev_per_a": [[0.6347, -0.1111, -1.2089], [-0.1345, -0.0265, -0.1358], [0.1459, 0.0505, 0.0761], [-0.0422, -0.0557, -0.0626], [0.1490, -0.1031, 0.1556], [0.0156, 0.0747, 0.1830], [0.1016, -0.0229, -0.0429], [-0.0834, 0.0241, -0.0258], [-0.1034, 0.0240, -0.0865], [-0.0929, 0.1405, 0.1104], [-0.0211, -0.0484, 0.0204], [0.0196, -0.0186, 0.0307], [-0.0102, -0.0149, -0.0447], [0.0304, -0.0820, -0.0239], [-0.0018, -0.0075, 0.0246], [-0.0027, -0.0600, -0.0307], [0.0002, -0.0697, -0.0788], [0.0367, 0.0016, 0.0326], [-0.0412, 0.0461, -0.0411], [-0.0102, -0.0191, -0.0391], [-0.0013, 0.0075, 0.0023], [0.0290, -0.0314, 0.0200], [0.0221, 0.0294, 0.0638], [-0.6622, 0.1793, 1.1033], [0.2703, -0.1625, -0.1731], [-0.0163, 0.1878, 0.1176], [0.0971, -0.0217, -0.1198], [0.0783, 0.0395, -0.0287], [-0.0664, -0.0429, 0.0094], [-0.1749, -0.0352, -0.0088], [0.0414, -0.0703, 0.0148], [-0.1462, 0.0378, 0.1667], [-0.0720, -0.0047, 0.0820], [0.0326, -0.0045, -0.1086], [0.1268, -0.1033, -0.1600], [0.0031, -0.1274, -0.0241], [0.1315, -0.0643, 0.1059], [0.0106, -0.0204, 0.0761], [-0.0276, 0.0676, -0.0393], [-0.2138, 0.1362, -0.1242], [0.0218, -0.0107, 0.0137], [0.0137, 0.0333, 0.0346], [-0.0048, 0.0214, 0.0230], [0.0173, -0.0107, -0.0094], [-0.0016, 0.0100, 0.0007], [-0.0010, -0.0158, -0.0184], [-0.0034, -0.0401, 0.0010], [0.0005, 0.0148, 0.0329], [-0.0310, -0.0119, 0.0076], [-0.0422, 0.0078, -0.0402], [-0.0219, -0.0026, 0.0066], [0.0087, -0.0004, -0.0008], [-0.0131, 0.0208, -0.0099], [0.0057, 0.0012, -0.0149], [0.0202, 0.0049, 0.0991], [-0.0109, 0.0170, -0.0385], [-0.0164, -0.0045, 0.0542], [0.0107, 0.0124, 0.0136], [0.0417, 0.0127, 0.0046], [-0.0051, -0.0039, 0.0197], [0.0147, -0.0007, -0.0078], [-0.0154, 0.0103, -0.0016], [-0.0261, 0.0329, 0.0421], [0.0391, 0.0342, -0.0142], [-0.1154, -0.3477, 0.0577], [0.0381, 0.0130, 0.1617], [-0.2636, 0.2287, -0.2177], [0.3604, -0.0349, -0.1282], [-0.0740, 0.2334, 0.2393], [0.0434, 0.0505, 0.0174], [0.0103, -0.0585, -0.0124], [0.0281, 0.0416, -0.0443], [-0.0215, -0.0153, -0.0042], [-0.0639, -0.0565, 0.1552], [-0.1261, 0.5043, -0.2170], [0.0540, -0.0240, -0.0196], [-0.0266, 0.0434, -0.0385], [-0.0369, -0.0566, 0.0163], [0.0226, -0.0136, -0.0287], [-0.0517, -0.0595, 0.0025], [-0.0031, 0.0601, 0.0551], [0.0473, -0.0358, -0.0312], [0.0070, 0.0270, 0.0697], [-0.0219, 0.0149, -0.0230], [0.0212, -0.0605, -0.1158], [0.0702, -0.0756, 0.0807], [0.0484, -0.2297, 0.0393]], "e_tot_ha": -3840.44052, "multiplicity": 1, "total_charge": -2}